(1)
Entry from OMol25: C35H29ClN3PRuTe4 as an isolated structure at a distorted geometry (ωB97M-V/def2-TZVPD).

Computed properties:
Lowest unoccupied orbital energy (alpha / beta) = -3.10 / -3.46 eV
Kohn-Sham gap (alpha / beta) = 5.72 / 5.52 eV
Relative energy (zero: lowest compared OMol25 entry of this formula, charge and spin) = 0.280 eV
Electronic energy = -94800.2846 eV

Geometry as ORCA input:
```
! RIJCOSX wB97M-V def2-TZVPD def2/J DEFGRID3
* xyz 1 2
Ru 0.112 1.069 -0.377
C 3.175 -0.912 -1.028
C 2.586 -0.212 -2.208
C 3.113 -0.493 -3.468
C 2.703 0.227 -4.566
C 1.822 1.277 -4.371
C 1.341 1.513 -3.099
N 1.647 0.732 -2.033
C 0.476 2.682 -2.820
C 0.283 3.743 -3.694
C -0.574 4.765 -3.324
C -1.223 4.707 -2.101
C -0.980 3.623 -1.273
N -0.126 2.661 -1.631
C -1.563 3.454 0.077
C -2.643 4.216 0.478
C -3.054 4.146 1.795
C -2.332 3.355 2.663
C -1.276 2.578 2.194
C -0.481 1.788 3.184
N -0.927 2.571 0.892
H 3.446 -1.936 -1.278
H 2.504 -0.924 -0.184
H 4.083 -0.381 -0.728
H 3.851 -1.279 -3.560
H 3.083 0.002 -5.554
H 1.500 1.888 -5.201
H 0.802 3.779 -4.640
H -0.737 5.604 -3.986
H -1.895 5.494 -1.796
H -3.164 4.836 -0.236
H -3.903 4.721 2.142
H -2.576 3.318 3.715
H -0.987 1.767 4.147
H 0.498 2.251 3.320
H -0.318 0.767 2.859
Te -1.930 0.152 -3.931
Te -3.026 -2.436 -3.927
Te -4.278 -2.199 -1.724
Te -2.338 0.385 -1.276
Cl 2.182 1.471 1.137
C 2.136 0.112 2.273
C 3.025 0.186 3.331
C 2.989 -0.800 4.304
C 2.070 -1.837 4.213
C 1.200 -1.895 3.137
C 1.218 -0.924 2.134
P 0.052 -0.959 0.717
C 0.584 -2.439 -0.227
C 1.576 -3.318 0.199
C 1.962 -4.388 -0.598
C 1.366 -4.585 -1.834
C 0.367 -3.721 -2.263
C -0.024 -2.657 -1.465
C -1.531 -1.569 1.420
C -2.478 -0.668 1.907
C -3.708 -1.107 2.370
C -4.018 -2.460 2.346
C -3.087 -3.366 1.864
C -1.853 -2.925 1.404
H 3.725 1.009 3.396
H 3.671 -0.747 5.141
H 2.032 -2.599 4.980
H 0.482 -2.705 3.067
H 2.064 -3.177 1.155
H 2.732 -5.064 -0.251
H 1.674 -5.413 -2.460
H -0.118 -3.870 -3.219
H -0.820 -2.007 -1.805
H -2.276 0.392 1.896
H -4.430 -0.389 2.739
H -4.985 -2.804 2.689
H -3.323 -4.422 1.829
H -1.148 -3.651 1.022
*
```

=====

(2)
Entry from OMol25: a 2-piece molecular cluster, C3H4 overall at a distorted geometry (ωB97M-V/def2-TZVPD).

Computed properties:
Lowest unoccupied orbital energy (alpha / beta) = 0.75 / 0.75 eV
Kohn-Sham gap (alpha / beta) = 8.56 / 8.55 eV
Relative energy (zero: lowest compared OMol25 entry of this formula, charge and spin) = 4.562 eV
Electronic energy = -3169.2881 eV

Geometry as ORCA input:
```
! RIJCOSX wB97M-V def2-TZVPD def2/J DEFGRID3
* xyz 0 1
C 0.785 0.624 0.065
C 0.633 -0.691 -0.037
C -0.539 0.070 -0.232
H 1.216 1.469 0.457
H 1.120 -1.681 -0.237
H -1.942 0.400 1.050
H -1.272 -0.192 -1.066
*
```

=====

(3)
Entry from OMol25: one molecule with the formula C7H13NO at a distorted geometry (ωB97M-V/def2-TZVPD).

Computed properties:
Lowest unoccupied orbital energy = 0.73 eV
Kohn-Sham gap = 10.14 eV
Relative energy (zero: lowest compared OMol25 entry of this formula, charge and spin) = 1.363 eV
Electronic energy = -11006.3897 eV

Geometry as ORCA input:
```
! RIJCOSX wB97M-V def2-TZVPD def2/J DEFGRID3
* xyz 0 1
C 2.148 -1.796 -0.472
C 1.497 -0.749 0.439
C 0.578 0.293 -0.329
C 0.773 1.710 0.238
O 1.776 2.425 0.327
N -0.571 1.866 0.415
C -0.952 0.474 0.072
C -1.815 0.490 -1.211
C -1.550 -0.315 1.197
H 1.431 -2.090 -1.247
H 2.330 -2.566 0.169
H 3.011 -1.309 -0.918
H 2.255 -0.269 1.013
H 0.968 -1.182 1.221
H 0.846 0.293 -1.365
H -1.116 2.635 0.814
H -2.510 1.368 -1.214
H -2.368 -0.418 -1.400
H -1.226 0.592 -2.196
H -2.539 0.072 1.471
H -1.009 -0.204 2.172
H -1.957 -1.319 0.802
*
```